# 1
Entry from the OMol25 dataset: a 4-piece molecular cluster, C2H12N2O4 overall at a distorted geometry (wB97M-V/def2-TZVPD).

## Properties
Multiplicity   1
E_tot   -13437.3504 eV
Gap between HOMO and LUMO   10.277 eV
LUMO level   0.39 eV

CARTESIAN COORDINATES (ANGSTROEM)
N1 0.84626 1.48207 -0.31536
C1 -0.04709 2.02502 0.68405
C2 -0.27006 1.12522 1.95236
N2 -1.35257 1.11595 2.81026
O1 0.35025 0.06517 2.01423
H1 0.61508 1.89080 -1.18202
H2 1.73060 1.49685 0.08917
H3 0.12712 3.18101 1.00649
H4 -1.16491 2.14072 0.34227
H5 -1.64725 2.06417 3.18773
H6 -1.55405 0.21073 3.39075
O2 1.23204 -2.88483 0.37456
H7 1.95027 -2.34067 0.59762
H8 0.50664 -2.31425 0.09709
O3 -0.90818 -0.59673 -4.57001
H9 -0.04817 -0.98530 -4.28196
H10 -1.58068 -0.78741 -4.03083
O4 0.16163 -1.52546 -1.52767
H11 0.59391 -0.68079 -1.17049
H12 -0.76732 -1.42857 -1.65753



# 2
Entry from the OMol25 dataset: a 4-piece molecular cluster, C2H12N2O4 overall at a distorted geometry (wB97M-V/def2-TZVPD).

## Properties
Multiplicity   2
E_tot   -13429.5110 eV
Gap between HOMO and LUMO (spin up / spin down)   10.170 / 5.022 eV
LUMO level (spin up / spin down)   -3.74 / -8.89 eV
Charge   +1

CARTESIAN COORDINATES (ANGSTROEM)
O1 -1.54258 -0.47302 -3.27117
C1 -1.83700 0.54913 -2.72668
N1 -2.16546 0.56937 -1.37036
C2 -2.44389 -0.63571 -0.73224
N2 -1.18663 -1.36605 -0.49131
H1 -1.87885 1.55232 -3.16546
H2 -2.15649 1.41875 -0.82548
H3 -2.91224 -0.47579 0.24281
H4 -3.05161 -1.30931 -1.34303
H5 -0.32540 -0.86770 -0.75031
H6 -1.21098 -2.36031 -0.74298
H7 2.02298 2.65813 2.39999
H8 0.53272 2.49273 2.41889
O2 1.21256 3.16954 2.52223
H9 3.46645 -1.22125 0.50780
H10 3.92890 -1.73902 -0.82301
O3 4.06121 -0.99877 -0.21883
H11 1.93576 0.36953 3.18573
H12 1.58589 -1.08676 2.74248
O4 1.96468 -0.24579 2.44092



# 3
Entry from the OMol25 dataset: C2H12N3STi as an isolated structure at a distorted geometry (wB97M-V/def2-TZVPD).

## Properties
Multiplicity   1
E_tot   -40680.8337 eV
Gap between HOMO and LUMO   9.284 eV
LUMO level   -3.61 eV
Charge   +1

CARTESIAN COORDINATES (ANGSTROEM)
C1 2.03543 -2.06372 0.31271
Ti1 0.94363 -0.72286 -0.38084
N1 0.02818 -0.36417 -2.30776
H1 -0.23835 -1.89822 -0.47050
H2 -0.92130 -0.70578 -2.22930
H3 2.03278 -0.79452 -1.54303
H4 1.99664 -2.90794 -0.33590
H5 1.49908 -2.15364 1.19371
H6 3.03308 -1.70372 0.50483
H7 0.02452 0.62600 -2.52125
H8 0.47616 -0.86401 -3.09796
N2 -1.18383 2.23403 2.35849
C2 -1.07973 1.34303 1.35496
N3 -1.77133 1.63442 0.21837
S1 -0.14071 -0.06321 1.68089
H9 -1.75645 3.04322 2.33731
H10 -0.66330 1.98557 3.22536
H11 -1.84780 0.97248 -0.54088
H12 -2.46670 2.40305 0.24078



# 4
Entry from the OMol25 dataset: C2H12N4O as an isolated structure at a distorted geometry (wB97M-V/def2-TZVPD).

## Properties
Multiplicity   1
E_tot   -10271.9390 eV
Gap between HOMO and LUMO   8.116 eV
LUMO level   0.41 eV

CARTESIAN COORDINATES (ANGSTROEM)
C1 -1.78710 0.24551 2.00045
C2 2.31879 -0.60737 -0.72625
N1 1.21828 0.31212 -0.49847
N2 1.32173 1.03561 0.72971
N3 -1.57637 1.04672 1.02199
H1 1.68909 0.44273 1.48146
H2 1.98744 1.79178 0.59518
H3 -0.63558 1.46318 1.00013
H4 -1.63907 0.43092 -0.11665
H5 -2.67913 -0.36287 1.98375
H6 -1.10535 0.15771 2.84409
H7 3.24920 -0.04846 -0.86098
H8 2.46435 -1.32760 0.09707
H9 2.12063 -1.16603 -1.64037
N4 -1.79533 -1.08354 -1.98344
O1 -1.58931 -0.74750 -0.63866
H10 0.33149 -0.20043 -0.48227
H11 -2.74847 -0.83740 -2.24752
H12 -1.14529 -0.54509 -2.55920



# 5
Entry from the OMol25 dataset: a 2-piece molecular cluster, C2H12N4Si overall at a distorted geometry (wB97M-V/def2-TZVPD).

## Properties
Multiplicity   1
E_tot   -16101.8093 eV
Gap between HOMO and LUMO (spin up / spin down)   6.574 / 8.305 eV
LUMO level (spin up / spin down)   0.81 / 0.63 eV

CARTESIAN COORDINATES (ANGSTROEM)
C1 -2.16551 1.81054 0.40358
C2 0.92791 1.64213 -0.93590
N1 0.69367 -2.64388 -0.78843
N2 0.90342 -0.92646 1.79464
N3 0.14193 -1.74667 -1.63678
N4 -0.18905 0.05955 1.59259
Si1 -0.49915 0.76839 0.07616
H1 -2.98928 1.10997 0.35056
H2 -2.17107 2.15172 1.36546
H3 -2.23859 2.51599 -0.39120
H4 0.43582 2.00621 -1.82774
H5 1.32752 2.42474 -0.37615
H6 1.80209 0.87943 -1.14532
H7 0.08599 -3.30636 -0.51858
H8 1.63534 -3.08572 -0.83840
H9 1.40650 -0.75583 0.96043
H10 0.56470 -1.85611 1.69029
H11 0.93814 -1.23381 -2.27813
H12 -0.61040 0.18617 2.50291



# 6
Entry from the OMol25 dataset: a 2-piece molecular cluster, C2H12N6 overall at a distorted geometry (wB97M-V/def2-TZVPD).

## Properties
Multiplicity   1
E_tot   -11206.1536 eV
Gap between HOMO and LUMO   9.527 eV
LUMO level   0.89 eV

CARTESIAN COORDINATES (ANGSTROEM)
H1 -2.89941 -0.06742 -0.93762
N1 -2.16569 0.45962 -1.40652
C1 -1.01825 -0.05015 -1.27668
N2 -0.71399 -1.35268 -0.82100
N3 -1.73104 -2.11387 -0.24460
N4 0.59118 -1.88697 -0.77541
H2 -0.18357 0.40832 -1.79908
H3 -1.80739 -2.99862 -0.74333
H4 -1.51210 -2.31283 0.73150
H5 0.99119 -1.90877 -1.71001
H6 1.16753 -1.27259 -0.19452
C2 0.29814 2.06351 0.77504
N5 0.86695 0.72005 0.81789
N6 2.21150 0.67521 1.27838
H7 0.80088 2.61937 -0.01865
H8 0.41146 2.61988 1.71530
H9 -0.76397 1.97848 0.55695
H10 0.29107 0.11081 1.42331
H11 2.36120 1.27354 2.09530
H12 2.80433 1.03511 0.53377



# 7
Entry from the OMol25 dataset: a 3-piece molecular cluster, C2H12NO2 overall at a distorted geometry (wB97M-V/def2-TZVPD).

## Properties
Multiplicity   2
E_tot   -7831.9858 eV
Gap between HOMO and LUMO (spin up / spin down)   13.126 / 5.136 eV
LUMO level (spin up / spin down)   -7.97 / -15.90 eV
Charge   +2

CARTESIAN COORDINATES (ANGSTROEM)
C1 0.38980 -1.04363 1.58725
N1 1.03777 -1.02728 0.24003
C2 0.34340 -1.94648 -0.75283
H1 0.85609 -0.21617 2.12220
H2 0.60240 -1.95203 2.13869
H3 -0.67239 -0.85649 1.47610
H4 0.96841 -0.09124 -0.19635
H5 2.01813 -1.27270 0.36022
H6 1.04383 -2.50991 -1.35237
H7 -0.41907 -2.48635 -0.19673
H8 -0.30814 -1.33201 -1.37237
H9 -2.31010 3.19064 0.71554
H10 -2.11350 3.55674 -0.80301
O1 -2.12498 2.78907 -0.17434
H11 -0.55127 1.75056 -1.11909
H12 0.86692 1.97194 -1.67783
O2 0.37270 1.47532 -0.99510



# 8
Entry from the OMol25 dataset: a 3-piece molecular cluster, C2H12NO3 overall at a distorted geometry (wB97M-V/def2-TZVPD).

## Properties
Multiplicity   1
E_tot   -9894.4880 eV
Gap between HOMO and LUMO   11.636 eV
LUMO level   -3.19 eV
Charge   +1

CARTESIAN COORDINATES (ANGSTROEM)
C1 -1.30588 0.17930 -1.14087
O1 -1.80014 1.45615 -0.82659
C2 0.08408 0.01635 -0.43520
N1 0.73207 1.35936 -0.65741
H1 -1.06592 0.16184 -2.21675
H2 -2.07826 -0.55258 -0.91946
H3 -2.31926 1.39888 -0.04061
H4 -0.05552 -0.15704 0.63225
H5 0.85712 -0.72420 -0.66915
H6 0.50625 1.69505 -1.59020
H7 1.74543 1.26483 -0.64399
H8 0.45992 2.05985 0.02880
H9 2.41990 -1.97835 0.99581
H10 3.43366 -1.17818 0.18947
O2 2.48443 -1.21434 0.41494
H11 -1.71898 -1.02647 2.92797
H12 -1.02113 -1.82196 1.91477
O3 -1.35779 -0.93848 2.03622



# 9
Entry from the OMol25 dataset: a 4-piece molecular cluster, C2H12NO3 overall at a distorted geometry (wB97M-V/def2-TZVPD).

## Properties
Multiplicity   1
E_tot   -9893.3532 eV
Gap between HOMO and LUMO   10.323 eV
LUMO level   -3.54 eV
Charge   +1

CARTESIAN COORDINATES (ANGSTROEM)
C1 -0.76189 -2.01599 -0.97137
C2 -1.96237 -2.46891 -0.58218
N1 -0.04234 -1.01588 -0.14079
H1 -0.12230 -2.56627 -1.65434
H2 -2.72925 -2.77115 -1.28875
H3 -2.20862 -2.72164 0.44750
H4 -0.78302 -0.72070 0.52743
H5 0.65967 -1.45715 0.45811
H6 0.26061 -0.15314 -0.61028
H7 2.14794 1.47683 -0.90860
H8 1.30191 2.46950 -0.23592
O1 1.30711 1.52107 -0.43607
H9 3.50638 4.29767 -0.65640
H10 2.04397 4.58619 -1.03974
O2 2.60793 3.96371 -0.56919
H11 -2.46103 -0.71683 2.84189
H12 -0.96925 -0.84755 2.65997
O3 -1.79546 -0.85975 2.15872



# 10
Entry from the OMol25 dataset: C2H12NO4 as an isolated structure at a distorted geometry (wB97M-V/def2-TZVPD).

## Properties
Multiplicity   1
E_tot   -11948.5614 eV
Gap between HOMO and LUMO   8.810 eV
LUMO level   3.99 eV
Charge   -1

CARTESIAN COORDINATES (ANGSTROEM)
C1 1.60203 1.81787 -0.03115
O1 2.80836 1.26922 0.45463
C2 0.54036 0.84640 -0.55718
N1 -0.11322 -0.05945 0.36554
H1 1.90129 2.60037 -0.79230
H2 1.08637 2.34743 0.88811
H3 0.92148 0.22530 -1.48836
H4 -0.23647 1.49929 -1.01440
H5 0.68700 -0.23183 1.36326
H6 0.08105 -1.01832 0.11475
H7 1.56652 -0.59564 2.97883
H8 2.64132 0.60451 1.19022
O2 1.71366 -0.46844 2.00389
H9 -2.81292 0.75971 -0.75103
H10 -1.30618 -0.19266 -0.08356
O3 -2.54927 -0.24192 -0.52490
H11 -3.89122 -2.49046 -2.30696
H12 -2.87811 -1.89553 -1.28278
O4 -3.20048 -2.70657 -1.66419